Entry 1:
Density functional theory data (wB97M-V/def2-TZVPD) for 6 unconnected molecules or ions with the total composition C36H66B2O19.

HOMO-LUMO gap (eV): 9.41
Calculated total energy (eV): -78663.0800
SMILES: CCCCCCCCCCCCB(CB(O)O)OC[C@@H](C)O.C[C@@H]1COC(=O)O1.C[C@@H]1COC(=O)O1.C[C@@H]1COC(=O)O1.C[C@@H]1COC(=O)O1.C[C@@H]1COC(=O)O1
Multiplicity: 1
HOMO (Eh): -0.3412

```
123
Properties=species:S:1:pos:R:3:forces:R:3:mulliken_charge:R:1
C -5.380255 2.102758 0.373698 -0.1 0.4 -0.2 -1.1308
C -5.057146 3.588783 0.552782 -0.1 -0.3 -0.2 -0.5027
C -4.139969 4.138729 -0.562708 -0.3 0.3 0.5 -0.7116
C -2.802514 4.652279 -0.050132 0.4 -0.5 -0.1 -1.0389
C -1.922687 3.556466 0.565476 0.0 0.2 -0.1 0.4364
C -0.840780 4.136328 1.471511 0.0 -0.4 -0.2 -1.1975
C 0.221725 3.107210 1.885834 -0.1 0.5 0.2 -0.2917
C 1.543716 3.270378 1.145934 0.2 -0.6 0.3 -1.1762
C 2.532874 2.170901 1.577279 -0.4 0.1 -0.5 -0.5737
C 2.203948 0.845204 0.847595 0.4 0.5 0.5 0.0012
C 3.339764 0.347756 -0.037132 0.1 -0.1 0.3 -0.4077
C 3.119318 -1.097748 -0.486275 -0.5 0.3 0.1 -0.9393
B 1.941774 -1.316936 -1.513221 0.0 -0.2 -0.2 0.0951
C 1.586552 -0.368904 -2.735601 0.4 -0.1 -0.5 -0.2346
B 2.791544 0.255076 -3.523529 0.1 -0.1 -0.1 0.2629
O 3.283450 1.516198 -3.301651 -0.2 -0.1 0.0 0.0236
O 3.441811 -0.471860 -4.522899 -0.2 0.1 0.3 -0.5103
O 1.133604 -2.431213 -1.361482 -0.4 0.6 0.2 -0.4025
C 0.338875 -2.370069 -0.170291 0.4 -0.8 -0.2 -0.5789
C -1.151283 -2.583067 -0.476664 -0.4 0.7 0.2 1.0008
C -1.951118 -1.263199 -0.372256 0.2 -0.1 0.0 -1.0939
O -1.306640 -3.199382 -1.747766 0.1 -0.1 0.0 -0.5545
H -6.226098 1.802131 0.986889 0.1 -0.1 0.2 0.3670
H -4.514407 1.482555 0.587336 0.0 -0.2 0.1 0.1647
H -5.676699 1.943541 -0.664697 0.0 -0.2 0.0 0.3699
H -6.004277 4.127812 0.544389 0.0 0.2 0.1 0.4065
H -4.600465 3.757903 1.527935 0.0 0.0 0.1 0.3320
H -4.666864 4.964955 -1.041721 0.1 0.0 -0.3 0.3140
H -3.987967 3.358468 -1.308752 0.1 0.0 -0.1 0.4074
H -2.242066 5.090300 -0.878901 0.0 0.3 0.0 0.4445
H -2.946593 5.424581 0.707302 -0.2 0.2 0.0 0.3770
H -1.438179 2.989385 -0.235485 -0.1 -0.1 -0.1 0.1153
H -2.545385 2.852670 1.120192 0.1 -0.1 0.1 -0.0990
H -0.347679 4.942855 0.923473 0.0 0.2 0.1 0.3872
H -1.312343 4.570071 2.352769 0.0 0.1 0.0 0.4032
H -0.160888 2.092613 1.753110 -0.1 -0.1 0.0 0.3152
H 0.433410 3.228539 2.946997 0.0 -0.1 0.1 0.2756
H 1.965725 4.252965 1.344778 -0.1 0.1 -0.1 0.5324
H 1.371060 3.146623 0.071596 0.0 0.3 -0.2 0.5278
H 3.557791 2.484979 1.376591 0.1 -0.1 -0.1 0.5832
H 2.456103 2.046216 2.653295 0.0 0.0 0.1 0.0436
H 1.976314 0.083578 1.594847 -0.1 -0.2 -0.1 0.1927
H 1.301595 1.030089 0.260119 -0.2 -0.3 -0.1 0.0603
H 4.265158 0.415711 0.538582 0.1 0.0 0.0 0.5730
H 3.469175 1.031662 -0.874100 0.1 0.0 -0.1 -0.0474
H 2.884677 -1.685482 0.405716 0.1 -0.1 0.1 0.3647
H 4.035474 -1.537372 -0.892232 0.0 0.0 -0.2 0.3117
H 0.880702 0.406084 -2.416782 0.0 0.0 0.3 0.2147
H 1.031639 -1.001096 -3.433254 -0.1 -0.1 0.0 0.0253
H 2.765305 1.927023 -2.607397 0.0 0.3 0.2 0.1496
H 3.035368 -0.284375 -5.367769 0.1 -0.1 -0.4 0.2736
H 0.695045 -3.135359 0.522937 0.0 -0.1 0.0 0.2368
H 0.467856 -1.406884 0.322856 -0.1 0.0 0.1 0.0862
H -1.559611 -3.246892 0.282322 0.1 -0.2 0.1 -0.0053
H -1.305313 -0.402235 -0.205521 0.1 0.1 -0.1 -0.0335
H -2.636057 -1.301034 0.471789 -0.1 0.0 0.0 0.4059
H -2.512012 -1.084400 -1.287754 -0.1 0.0 0.0 0.2735
H -2.254173 -3.218536 -1.913498 -0.2 -0.1 -0.1 0.2133
C -2.001496 -8.253588 -1.613659 -0.2 -0.2 0.2 -1.5351
C -2.369573 -6.957310 -0.942231 0.1 -0.1 -0.1 0.7030
C -1.244919 -6.265261 -0.205944 0.2 0.2 -0.2 -0.3244
O -1.953887 -5.549776 0.815312 0.1 -0.1 0.0 -0.2938
C -3.096198 -6.228073 1.073618 0.0 0.2 -0.1 0.6178
O -3.804209 -5.992152 1.998662 -0.2 -0.2 0.1 -0.5221
O -3.309833 -7.174732 0.136962 0.0 0.1 0.0 -0.3871
H -2.880812 -8.720277 -2.055656 0.0 0.0 -0.1 0.3645
H -1.270573 -8.072243 -2.401318 0.0 0.0 0.0 0.3800
H -1.580665 -8.955011 -0.892054 0.1 0.0 0.0 0.3733
H -2.840702 -6.273949 -1.653840 0.0 0.1 0.0 0.1280
H -0.684347 -5.572208 -0.829694 -0.1 0.1 0.1 0.1858
H -0.561237 -6.969388 0.275513 0.0 -0.1 0.0 0.3106
C -3.819742 -4.240142 4.713777 0.0 0.1 -0.2 -1.3611
C -3.367963 -2.866542 5.134644 -0.1 -0.2 0.0 0.5672
C -4.324258 -2.099533 6.021564 0.0 0.1 0.0 -0.5418
O -4.018216 -0.736764 5.692789 -0.1 -0.1 0.0 -0.3464
C -3.541883 -0.718661 4.423351 0.0 -0.1 0.0 0.6006
O -3.376969 0.262892 3.776402 0.0 0.1 0.0 -0.5122
O -3.278278 -1.976377 4.002431 0.1 0.0 0.0 -0.2292
H -3.113528 -4.676607 4.011683 0.0 0.0 0.0 0.2094
H -3.902619 -4.896320 5.580898 0.0 0.0 0.0 0.4221
H -4.784057 -4.196915 4.207780 0.0 0.0 0.0 0.3371
H -2.374446 -2.912396 5.590370 0.0 0.0 0.0 0.2236
H -4.174123 -2.271081 7.084078 0.1 0.1 0.0 0.3078
H -5.367459 -2.293730 5.761711 0.0 -0.1 0.0 0.3149
C -1.322662 -4.118125 -6.783947 0.1 -0.1 0.2 -1.3898
C -2.690094 -3.742105 -6.276890 0.2 0.0 -0.1 0.4721
C -2.922941 -2.260586 -6.069873 0.0 0.1 0.0 -0.4337
O -3.894555 -2.252198 -5.014118 0.0 0.0 0.0 -0.3306
C -3.719359 -3.379949 -4.291752 0.2 0.0 0.0 0.6654
O -4.197823 -3.583888 -3.221336 0.0 0.0 0.1 -0.5575
O -2.901171 -4.237792 -4.939855 -0.1 0.0 0.0 -0.2712
H -1.215176 -5.200829 -6.831748 0.0 0.0 -0.1 0.3553
H -1.165081 -3.709221 -7.781940 0.0 0.0 0.0 0.3830
H -0.549179 -3.737300 -6.116045 0.0 0.1 0.0 0.2941
H -3.470392 -4.169713 -6.912392 0.0 0.0 0.0 0.2648
H -3.314186 -1.748858 -6.944781 -0.1 0.0 0.1 0.3063
H -2.024508 -1.750254 -5.714965 0.0 0.0 0.0 0.2568
C 4.490126 1.093769 6.842150 -0.2 -0.1 -0.2 -1.4532
C 4.447310 2.481737 6.258770 0.0 -0.1 0.1 0.4513
C 3.788747 3.533088 7.126514 0.0 0.1 0.0 -0.5413
O 3.281332 4.454002 6.152854 0.0 0.0 0.1 -0.3672
C 3.049710 3.761094 5.012522 0.0 0.0 0.0 0.6039
O 2.445449 4.173043 4.078567 0.0 0.1 0.0 -0.4344
O 3.605047 2.527302 5.091025 0.0 0.0 0.0 -0.2634
H 4.909519 0.388963 6.125516 0.1 0.0 0.0 0.3543
H 5.104944 1.081590 7.742023 0.0 0.0 0.0 0.3921
H 3.485227 0.752865 7.093616 0.0 0.0 0.0 0.3525
H 5.447102 2.803589 5.954894 0.0 0.0 0.0 0.2660
H 4.473021 4.039566 7.801639 0.0 0.1 -0.1 0.3029
H 2.946459 3.128206 7.692778 0.0 -0.1 0.0 0.3085
C 5.490321 3.382952 -4.577093 0.4 0.0 0.0 -1.3713
C 5.482252 4.714328 -3.875268 0.0 -0.1 -0.1 0.5306
C 5.655968 5.925727 -4.765624 0.0 0.1 0.0 -0.4455
O 6.277709 6.867739 -3.882345 0.0 0.0 -0.1 -0.3366
C 6.963727 6.162432 -2.947842 0.0 -0.1 0.0 0.6387
O 7.749671 6.628412 -2.191895 0.0 0.0 0.1 -0.5306
O 6.623600 4.853113 -3.005313 -0.1 0.0 0.0 -0.3492
H 5.435382 2.571201 -3.859848 -0.1 0.0 0.0 0.2625
H 4.638205 3.301521 -5.250402 0.0 0.0 0.0 0.3478
H 6.411963 3.260776 -5.149613 0.0 0.1 -0.1 0.4020
H 4.585010 4.817704 -3.257631 0.0 0.0 0.0 0.2307
H 4.722034 6.329554 -5.147467 0.0 0.1 0.1 0.3111
H 6.337407 5.727356 -5.596489 0.0 -0.1 0.0 0.2926
```
Positions in Å, forces in eV/Å.

Entry 2:
Density functional theory data (wB97M-V/def2-TZVPD) for a molecular structure, C17H18CaN7S2 at a distorted geometry.

Total charge: +1
HOMO-LUMO gap (eV): 7.02
Calculated total energy (eV): -68456.9676
Multiplicity: 1
HOMO (Eh): -0.3734

```
45
Properties=species:S:1:pos:R:3:forces:R:3:nbo_charge:R:1
Ca 1.656280 -0.443786 -1.460210 0.2 -0.4 0.9 1.7733
N 2.777826 -2.868295 2.503606 0.0 0.5 -4.1 -0.7732
C 2.267101 -2.215225 1.397640 -0.2 0.0 -0.1 0.3540
S 3.038950 -2.533413 -0.198218 -0.7 0.7 1.1 -0.5857
N 1.218301 -1.440875 1.666296 0.5 -0.2 1.9 -0.4732
N 0.953524 -0.386472 0.903938 0.6 0.7 -0.9 -0.3481
C 0.472620 0.710693 1.441098 -0.6 -2.8 1.7 0.2319
C 0.105578 0.824714 2.933576 1.3 -0.1 -0.7 -0.1140
C 0.790154 1.819707 3.669761 0.1 -1.2 0.3 -0.2143
C 0.697134 1.787910 5.041747 0.4 0.8 0.7 -0.2050
C -0.198809 0.974150 5.727857 -1.1 0.3 0.0 -0.2013
C -0.972533 0.089078 5.000373 1.7 -0.3 -2.2 -0.1965
C -0.641231 -0.139574 3.627486 -0.3 1.8 0.2 -0.1656
C 0.297725 1.788374 0.524298 -0.7 3.8 -1.6 0.1666
C -0.174766 3.098190 0.906029 0.6 -1.1 0.2 -0.2057
C -0.149425 4.173384 0.052761 0.1 -1.0 -0.8 -0.1519
C 0.297267 3.922739 -1.250404 -0.2 1.3 -1.6 -0.2407
C 0.653878 2.652127 -1.668497 0.1 0.0 1.1 0.0198
N 0.647610 1.639625 -0.769658 0.7 -0.6 -0.7 -0.5831
H 3.317474 -3.663270 2.219063 0.3 -0.3 0.8 0.4099
H 2.379910 -2.687955 3.375462 -0.6 0.0 1.4 0.4133
H 1.587973 2.435494 3.268705 -0.4 0.1 -0.5 0.2213
H 1.339442 2.473890 5.590860 -0.2 -0.1 0.1 0.2189
H -0.417445 1.108022 6.790915 0.4 0.0 -0.3 0.2290
H -1.753464 -0.506758 5.372680 -0.6 -0.7 1.0 0.2205
H -1.006118 -0.977601 3.066465 -0.5 -0.2 0.0 0.2278
H -0.485139 3.305238 1.901432 -0.3 -0.3 0.7 0.2379
H -0.523106 5.132057 0.401994 0.3 -0.1 -0.3 0.2432
H 0.323029 4.726778 -2.015672 0.0 -0.5 0.7 0.2339
H 1.032552 2.442136 -2.713957 -0.7 0.2 1.3 0.2033
C -3.751311 -1.941873 -3.212099 -0.4 1.3 0.7 -0.6127
C -2.687678 -0.815321 -3.092490 0.4 0.2 0.5 -0.4660
C -1.328775 -1.283277 -3.535417 1.2 1.4 0.7 0.1231
N -0.227940 -0.897210 -2.894705 -1.4 -2.4 -1.8 -0.3932
N 0.900650 -1.531982 -3.437176 0.2 0.3 -0.2 -0.4879
C 0.673567 -2.253521 -4.491463 0.6 0.1 -1.2 0.2752
N 1.650628 -2.818507 -5.316165 -3.3 0.1 -0.6 -0.7806
S -1.027988 -2.240976 -4.985014 0.7 0.2 1.4 0.3986
H -4.635091 -1.585427 -2.612622 0.6 -0.6 -0.9 0.2401
H -3.412337 -2.896139 -2.802815 0.1 0.2 0.1 0.2238
H -4.004798 -2.113896 -4.258116 -0.3 0.1 0.1 0.2170
H -2.568120 -0.440421 -2.041515 -0.1 -0.7 -0.8 0.2465
H -2.917966 0.128203 -3.632287 -0.3 -0.8 -0.1 0.2467
H 2.524751 -3.078128 -4.967560 1.4 -0.2 0.9 0.4154
H 1.280117 -3.472599 -6.027970 0.5 0.7 0.8 0.4078
```
Positions in Å, forces in eV/Å.

> The highest HOMO belongs to which entry?

C36H66B2O19

> Among the records above, which one has the lowest HOMO-LUMO gap?

C17H18CaN7S2